65
Properties=species:S:1:pos:R:3:nbo_charge:R:1 method="wB97M-V/def2-TZVPD" orbital_gap_ev="5.229 / 5.337" e_above_lowest_ev=1.247
P 0.67533 0.64466 -1.93127 0.94
P -0.46448 -0.08190 1.24570 1.02
C -0.08468 -0.97117 -1.45121 -0.71
C -1.10653 -0.89094 -0.29230 -0.72
H 0.76831 -1.62656 -1.17600 0.24
H -0.57384 -1.34268 -2.36921 0.24
H -1.99266 -0.29294 -0.58774 0.24
H -1.41091 -1.90466 0.01995 0.24
C 0.55215 -1.26863 2.16209 -0.98
H 0.86199 -0.78701 3.11223 0.26
H 1.45575 -1.53059 1.57605 0.26
H -0.07844 -2.15999 2.34853 0.22
C -1.83163 0.46338 2.28283 -0.97
H -2.46605 -0.42513 2.47424 0.22
H -2.39680 1.25466 1.75263 0.27
H -1.42647 0.90113 3.21616 0.28
C 2.20744 0.36103 -2.83543 -0.96
H 2.61848 1.34184 -3.14823 0.26
H 1.93850 -0.26873 -3.70936 0.22
H 2.94326 -0.13853 -2.17089 0.26
C -0.49881 1.59317 -2.93785 -0.97
H -1.39416 1.86057 -2.33891 0.26
H -0.76788 0.95076 -3.79987 0.22
H 0.00321 2.52607 -3.27100 0.26
Pb 1.04594 1.92183 0.34218 0.47
C -3.30925 -4.16904 -1.04665 -0.20
C -2.17494 -4.67314 -0.55323 -0.18
C -1.22284 -5.62718 -1.21328 -0.43
C -1.29728 -5.71503 -2.75105 -0.45
C -1.04808 -4.39775 -3.42780 -0.20
C -1.91898 -3.42697 -3.71546 -0.17
C -3.39874 -3.40929 -3.46690 -0.44
C -3.92566 -4.38867 -2.39844 -0.45
C 2.34202 3.47727 -0.52769 -0.98
H -3.93800 -3.53840 -0.40023 0.20
H -1.91373 -4.46511 0.49295 0.20
H -1.33726 -6.64514 -0.80411 0.22
H -0.20337 -5.31647 -0.93586 0.21
H -0.47402 -6.38103 -3.06025 0.22
H -2.22544 -6.20647 -3.06346 0.21
H -0.00083 -4.28679 -3.74696 0.20
H -1.57070 -2.55703 -4.28835 0.20
H -3.95695 -3.58640 -4.40176 0.22
H -3.66828 -2.38674 -3.15848 0.21
H -5.00112 -4.17033 -2.28619 0.22
H -3.85710 -5.42202 -2.75645 0.21
H 1.96066 4.41143 -0.08422 0.23
H 2.24450 3.42464 -1.61843 0.20
H 3.33887 3.21207 -0.14023 0.23
O 3.58310 2.17889 2.24304 -0.63
C 2.72006 2.96142 2.70240 0.63
N 1.40497 2.86411 2.36741 -0.97
S 0.35878 4.09519 2.82317 2.27
O -0.04151 4.82131 1.64031 -0.92
O -0.69158 3.47462 3.58969 -0.93
C 1.70603 4.86278 3.72536 -0.21
C 1.65236 6.05546 4.44311 -0.22
C 2.84688 6.45486 5.05019 -0.20
C 4.04539 5.72421 4.92782 -0.20
C 4.06445 4.55850 4.17917 -0.16
C 2.87672 4.13918 3.58730 -0.15
H 0.70904 6.60370 4.51444 0.24
H 2.86168 7.35382 5.64039 0.22
H 4.96354 6.04816 5.40836 0.22
H 4.91959 3.91775 3.99706 0.24

64
Properties=species:S:1:pos:R:3:nbo_charge:R:1 method="wB97M-V/def2-TZVPD" orbital_gap_ev="4.160 / 4.163"
Zr 1.41925 0.41770 -0.04059 1.96
P -3.72652 0.43928 -1.22310 1.24
P 2.64996 -1.79075 0.74682 0.81
N 1.58241 0.10716 -1.97069 -1.05
H -3.57508 0.50800 0.19896 0.09
C -3.62826 2.09659 -1.91600 -0.96
H -4.52909 2.27281 -2.52018 0.25
H -2.74005 2.19898 -2.55440 0.26
H -3.58782 2.84105 -1.11090 0.27
C -5.34849 -0.23465 -1.59640 -0.99
H -5.92452 0.50342 -2.16837 0.25
H -5.86061 -0.44856 -0.64956 0.26
H -5.24276 -1.16020 -2.17688 0.25
C -2.45706 -0.59624 -1.96181 -0.98
H -2.90687 -1.54583 -2.28244 0.25
H -1.65881 -0.79842 -1.23697 0.31
H -2.01192 -0.09824 -2.83336 0.27
C 4.37255 -1.37905 1.21086 -0.93
H 4.64079 -1.88053 2.15009 0.24
H 4.47174 -0.29213 1.34206 0.25
H 5.05265 -1.70366 0.41324 0.25
C 2.07660 -2.76709 2.17614 -0.93
H 2.93386 -3.06883 2.79217 0.23
H 1.55132 -3.66183 1.81798 0.24
H 1.38923 -2.17240 2.79076 0.26
C 2.87857 -3.06593 -0.53822 -0.93
H 3.94696 -3.28927 -0.64627 0.24
H 2.48803 -2.70585 -1.49739 0.28
H 2.33812 -3.97557 -0.24705 0.23
C 1.48068 -0.19720 -3.25357 0.16
C 1.86760 0.34699 -5.61396 -0.22
C 1.98411 0.68022 -4.27519 -0.23
C 0.83672 -1.41585 -3.68062 -0.31
C 0.73992 -1.72941 -5.02763 -0.20
C 1.24579 -0.85366 -6.00169 -0.29
H 2.26345 1.02844 -6.36985 0.20
H 2.45076 1.61017 -3.94296 0.20
H 0.42725 -2.07440 -2.90812 0.19
H 0.26281 -2.66521 -5.32825 0.20
H 1.15519 -1.10449 -7.06062 0.20
C -1.65363 0.56503 1.13198 -0.08
O -0.49890 0.33539 0.55642 -0.84
C -1.99987 1.97815 1.39239 -0.63
H -1.28098 2.43999 2.08926 0.17
H -2.99625 2.05567 1.84976 0.19
H -1.97628 2.56487 0.46212 0.17
C -2.21802 -0.54732 1.92893 -0.64
H -1.62045 -0.71484 2.84230 0.17
H -2.21568 -1.47595 1.33995 0.18
H -3.24620 -0.32180 2.24418 0.19
O 2.66981 3.87190 1.85454 -0.57
C 2.30503 2.72025 1.91523 0.79
O 2.42696 1.82187 0.89888 -0.87
C 1.60215 2.15001 3.12141 -0.15
C 1.86756 0.85840 3.59218 -0.21
C 0.98551 0.25792 4.49089 -0.23
C -0.11691 0.97454 4.96601 -0.15
C -0.31401 2.30287 4.57787 -0.22
C 0.56481 2.90275 3.67287 -0.18
H 2.76481 0.33832 3.24586 0.21
H 1.16261 -0.76869 4.82406 0.21
H -0.81412 0.49792 5.65900 0.21
H -1.15435 2.87524 4.97801 0.22
H 0.44793 3.94194 3.35985 0.24

91
Properties=species:S:1:pos:R:3:mulliken_charge:R:1 method="wB97M-V/def2-TZVPD" orbital_gap_ev=1.494
C -2.06189 3.08219 -1.00553 -0.43
C -1.79982 3.32538 -2.56031 0.77
O -1.36613 4.48407 -2.91480 -0.64
N -2.01545 2.22011 -3.53775 0.49
C -1.05868 2.30359 -4.68510 -0.55
C -1.83606 0.99183 -2.72858 -1.20
N -0.52224 0.61431 -2.25171 0.36
C -0.31023 -0.56015 -1.45228 -0.65
C -1.49175 -1.48473 -1.00691 0.46
B -1.17394 -2.79942 -0.05613 0.78
N -1.63188 -2.67059 1.38586 -0.57
O -0.48403 -3.95173 -0.54858 -0.55
C -2.92913 -1.12003 -1.47995 -0.01
C -4.19161 -2.01898 -1.02710 -0.10
O -4.88083 -1.56052 -0.07180 -0.48
O -4.51827 -3.27040 -1.60096 -0.44
C -3.12298 0.16728 -2.39027 0.44
P -4.85236 0.68612 -3.04427 0.59
C -5.82471 1.59869 -1.69857 -1.01
O -5.77919 -0.74646 -3.39125 -0.54
H -1.13152 2.54508 -0.56852 0.08
H -2.98413 2.44960 -0.76883 0.02
H -2.18571 4.06152 -0.40577 0.39
H 0.04778 2.27135 -4.39598 0.34
H -1.28347 1.50259 -5.47532 0.36
H -1.22043 3.32153 -5.21181 -0.10
H 0.27497 1.21776 -2.50884 0.25
H 0.74765 -0.85716 -1.11185 0.52
H -2.57941 -2.23294 1.32102 0.28
H -1.06014 -1.94098 1.86806 0.16
H -0.18394 -4.53373 0.19108 0.27
H -3.66174 -3.64349 -1.93651 0.41
H -6.82281 1.07035 -1.50831 0.43
H -5.20302 1.55869 -0.73807 0.38
H -6.04892 2.68030 -1.99476 0.24
H -6.49454 -0.82568 -2.70952 0.30
C 1.53935 -3.70864 3.01737 -0.12
Cl 0.86121 -2.07311 3.11633 -0.09
Cl 0.25618 -4.91976 2.79134 -0.08
Cl 2.70656 -3.80734 1.69471 0.00
H 2.05484 -3.92554 3.95297 0.46
C 3.59801 -6.26524 4.87790 0.79
O 3.59810 -5.06831 5.12537 -0.71
N 3.34449 -7.20723 5.81907 -0.44
N 3.85094 -6.75538 3.64275 -0.38
H 3.33995 -8.19404 5.63553 0.15
H 3.15084 -6.88254 6.75289 0.24
H 4.04462 -6.08479 2.91344 0.20
H 3.85541 -7.73391 3.41889 0.16
C 3.70419 3.18979 -1.16197 -0.27
C 3.34662 3.25191 0.29832 -0.72
O 2.67966 2.01235 0.52749 -0.19
C 3.09942 1.15241 -0.43711 0.72
O 2.85662 -0.02821 -0.44593 -0.60
O 3.83569 1.79234 -1.39364 -0.35
H 4.63684 3.71426 -1.38815 0.34
H 2.91756 3.57981 -1.80583 0.29
H 4.23546 3.29275 0.93813 0.35
H 2.68597 4.10296 0.54438 0.56
Cl 1.21868 3.50815 -0.70156 -0.47
Al -1.40560 5.64623 -4.85149 0.75
C -5.11702 4.58297 -5.73867 0.30
C -6.31435 5.40637 -5.28617 -0.43
O -7.45523 4.65622 -5.69828 -0.31
S -7.09927 3.07254 -5.63678 1.09
O -7.59016 2.54874 -4.39608 -0.49
O -7.41138 2.48900 -6.90434 -0.54
O -5.48639 3.22420 -5.51830 -0.23
H -4.92806 4.71578 -6.80804 0.38
H -4.21261 4.82586 -5.17718 -0.40
H -6.32693 6.40200 -5.73014 0.34
H -6.34352 5.49440 -4.19583 0.31
Cl -0.46119 -3.88059 5.17672 -0.27
F 4.07828 -4.14481 -0.48718 -0.69
C 0.84411 6.18872 3.42895 -0.98
C 0.86465 5.58076 2.02911 0.72
O -0.25836 5.43255 1.49020 -0.57
O 2.00801 5.30399 1.59109 -0.68
H -0.17556 6.40607 3.75201 0.30
H 1.29208 5.49194 4.14074 0.28
H 1.41578 7.11934 3.43638 0.27
C 7.16931 -5.42707 5.92721 0.07
C 7.73375 -4.63441 4.78886 -0.33
O 9.08238 -4.42201 5.18486 -0.33
C 9.40329 -5.41249 6.06239 0.61
O 10.51257 -5.62883 6.46217 -0.53
O 8.30188 -6.12551 6.42679 -0.34
H 6.39421 -6.12415 5.60538 0.03
H 6.76795 -4.79107 6.72143 0.24
H 7.72460 -5.18984 3.84642 0.28
H 7.21611 -3.68499 4.64496 0.29